A 12-piece molecular cluster, C18H60N12O12 overall in a non-equilibrium geometry. Source: the OMol25 dataset; level of theory: ωB97M-V/def2-TZVPD.

relative energy (zero: lowest compared OMol25 entry of this formula, charge and spin)	299.6	kcal/mol
molar mass	636.75	Da
LUMO energy	-0.57	eV
gap between HOMO and LUMO	7.505	eV

```
! RIJCOSX wB97M-V def2-TZVPD def2/J DEFGRID3
* xyz 0 1
N 1.21449 1.41146 -1.20167
C 0.90149 0.64546 -0.20767
N -0.01151 -0.24554 -0.53167
O 1.29449 0.86746 1.08333
H 1.96549 2.18546 -1.01767
H 1.43649 0.85746 -2.04067
H -0.54651 -0.66954 0.22833
H -0.22451 -0.51154 -1.48767
N 4.19349 0.55946 1.89633
C 4.46749 0.17846 0.66933
N 4.88349 1.06546 -0.09167
O 4.27349 -1.15754 0.21933
H 3.73049 -0.08554 2.54333
H 4.16449 1.55746 2.15433
H 5.37049 0.86446 -0.90567
H 5.13749 1.95746 0.20033
N 1.90649 -2.23754 -0.79067
C 1.74849 -3.37954 -0.26067
N 2.82849 -4.03154 -0.24367
O 0.51649 -3.92954 0.15433
H 1.14149 -1.61354 -0.65267
H 2.70549 -1.76054 -0.47567
H 2.88249 -4.81954 0.38833
H 3.69549 -3.66054 -0.62367
N 2.97349 3.28746 -0.99267
C 2.94049 3.86146 0.18933
N 2.85249 3.04346 1.24533
O 2.68749 5.25246 0.38833
H 3.06649 3.90846 -1.88467
H 3.74149 2.54246 -0.94967
H 3.24449 3.49546 2.12233
H 2.58149 2.04446 1.27933
N 1.43849 -1.19154 2.87733
C 1.86049 -0.86154 4.10133
N 1.31349 -1.47854 5.09833
O 2.89749 0.07746 4.29433
H 1.62749 -0.43454 2.23533
H 1.26849 -2.20854 2.70433
H 1.69249 -1.35554 6.03333
H 0.29049 -1.64554 5.09133
N -1.69151 0.42046 -3.55967
C -1.22651 -0.75754 -3.76967
N -0.08851 -0.90454 -3.18667
O -1.92251 -1.75454 -4.39967
H -2.69051 0.59846 -3.81067
H -1.32551 1.10646 -2.98967
H 0.23649 -1.88854 -3.38267
H 0.74949 -0.25854 -3.25567
C -4.07851 -4.38254 -0.71167
C -2.54351 -4.50154 -0.85267
C -1.94351 -3.21354 -1.43767
O -1.90951 -4.87654 0.13633
H -4.28351 -3.40454 -0.29067
H -4.61751 -5.13054 -0.19767
H -4.46551 -4.48554 -1.67267
H -2.42551 -5.30354 -1.60867
H -1.08451 -3.55154 -1.94167
H -1.72151 -2.43254 -0.68467
H -2.60451 -2.80754 -2.15867
H -0.98051 -4.62654 -0.00267
C -2.22151 0.71946 1.56533
C -1.91951 -0.55154 2.33633
C -3.21251 -1.40354 2.53233
O -1.03051 -1.24754 1.88333
H -2.38851 0.42146 0.52633
H -1.37651 1.30446 1.58933
H -3.01651 1.33846 1.92533
H -1.55851 -0.15654 3.36433
H -4.08651 -0.75354 2.37633
H -3.44451 -1.78854 3.54033
H -3.36051 -2.09354 1.69533
H -0.17651 -0.87354 2.23233
C -1.08351 3.94146 -0.29867
C -1.49851 2.87946 -1.27967
C -2.96151 2.84746 -1.67267
O -0.71651 2.77946 -2.21767
H -0.12351 3.76346 0.24733
H -1.83951 4.00946 0.40033
H -1.02251 4.85946 -0.83367
H -1.31651 1.97546 -0.67867
H -3.22751 3.86346 -2.04767
H -3.63651 2.72146 -0.83767
H -3.22751 2.15546 -2.43267
H 0.06849 2.30946 -1.78467
C -0.07551 2.80146 3.28933
O -0.49651 3.72946 4.22933
H 0.93649 2.56446 3.33433
H -0.37451 3.01846 2.26233
H -0.71451 1.94246 3.56033
H -1.41251 3.97846 3.94833
C 3.41849 0.25946 -3.01767
O 2.25749 0.34846 -3.69067
H 3.66149 1.13946 -2.47667
H 4.27949 0.18146 -3.68167
H 3.63349 -0.58254 -2.36767
H 2.45849 0.64346 -4.55067
C -3.83451 -0.72254 -1.06567
O -4.56951 0.38346 -0.79267
H -3.59051 -1.23554 -0.12867
H -2.82051 -0.49454 -1.53067
H -4.33951 -1.44554 -1.65367
H -5.57551 0.23846 -0.86067
*
```

***

C42H44AgAs2Br2N4O11S as an isolated structure in a non-equilibrium geometry. Source: the OMol25 dataset; level of theory: ωB97M-V/def2-TZVPD.

molar mass	1230.42	Da
LUMO energy	-3.89	eV
gap between HOMO and LUMO	5.683	eV

```
! RIJCOSX wB97M-V def2-TZVPD def2/J DEFGRID3
* xyz 1 1
Ag -0.45745 0.51599 -1.44733
C -5.75437 2.05272 1.26609
O -5.33220 0.68677 1.34230
C -4.83756 0.27895 2.53362
C -4.80236 0.97014 3.73806
C -4.17364 0.40393 4.88505
Br -4.04869 1.39309 6.51531
C -3.66178 -0.90210 4.88993
C -3.64961 -1.63590 3.70314
C -4.21936 -1.03216 2.56486
O -4.29255 -1.79234 1.39003
C -3.24805 -3.06098 3.77341
N -2.67267 -3.62784 4.86027
C -2.42949 -4.91312 4.54544
C -1.78176 -5.93417 5.21189
C -1.80995 -7.22251 4.68879
C -2.36776 -7.46810 3.46084
C -2.87782 -6.46172 2.62423
C -2.90286 -5.20767 3.19853
N -3.32657 -3.92451 2.70934
H -4.90800 2.75714 1.41972
H -6.60998 2.24727 1.94505
H -6.25969 2.20433 0.28533
H -5.20947 1.97955 3.85025
H -3.25313 -1.33684 5.76636
H -4.66575 -1.21758 0.67649
H -1.47540 -5.72221 6.27247
H -1.23505 -8.00997 5.21738
H -2.51125 -8.52320 3.12555
H -3.24567 -6.64837 1.63870
H -3.86572 -3.57101 1.92370
Br -0.98014 8.34958 -2.08294
C -1.38739 6.51221 -2.15169
C -2.54721 6.04343 -2.90186
C -2.71617 4.69756 -3.00717
C -1.77510 3.80476 -2.28745
C -0.60391 4.31254 -1.71802
C -0.45932 5.70277 -1.56902
N -2.20829 2.59331 -1.88135
C -3.35437 1.99231 -2.21119
C -3.55063 0.60509 -1.94929
C -4.85293 0.07815 -1.80670
C -5.01610 -1.29213 -1.76353
C -3.90624 -2.11391 -1.88188
C -2.63839 -1.50717 -2.03875
N -2.43435 -0.19328 -1.99352
H -3.30116 6.80059 -3.17904
H -3.62626 4.25168 -3.44591
H 0.23950 3.60463 -1.35456
H 0.45237 6.16803 -1.18202
H -4.25345 2.54681 -2.50897
H -5.65172 0.80051 -1.58700
H -6.01378 -1.67294 -1.71296
H -3.89543 -3.17413 -1.84537
H -1.79543 -2.07644 -2.38013
C 1.82557 -4.84044 -0.75995
O 2.63853 -3.70173 -1.11192
C 1.95492 -2.59022 -1.60549
O 0.74123 -2.57761 -1.87308
C 2.79803 -1.38605 -1.59503
C 4.17038 -1.31466 -1.68132
As 4.66056 -0.12555 -0.15728
C 6.65914 -0.15246 -0.62592
C 4.46506 1.53495 -1.19659
C 3.25537 1.83518 -1.74297
As 1.98769 0.42740 -2.04842
C 1.99637 0.23152 -4.10576
C 3.04933 3.05310 -2.59625
O 2.25907 3.04018 -3.54224
O 3.56835 4.20272 -2.03742
C 3.30064 5.38091 -2.79302
C 5.52574 2.51578 -0.71158
O 6.50387 2.90029 -1.31841
O 5.25555 2.83526 0.63684
C 6.15306 3.82093 1.11657
C 4.97800 -2.05654 -2.66836
O 4.60615 -2.29597 -3.81790
O 6.05563 -2.69660 -2.16143
C 6.52381 -3.73898 -3.04605
H 2.45774 -5.59895 -0.24215
H 1.32280 -5.27143 -1.64566
H 1.01199 -4.56560 -0.04484
H 6.97253 -1.16357 -0.29363
H 7.14100 0.67397 -0.07196
H 6.74706 0.09178 -1.70045
H 1.77741 1.29205 -4.42587
H 1.15144 -0.46549 -4.35368
H 2.98996 -0.20656 -4.33577
H 4.18581 5.92008 -3.10433
H 2.62735 6.01479 -2.24645
H 2.73400 5.00483 -3.60222
H 5.61686 4.27458 1.95089
H 6.36057 4.56464 0.33002
H 7.17493 3.39853 1.34012
H 6.60239 -3.32599 -4.09310
H 5.84312 -4.60207 -3.18141
H 7.55520 -4.01200 -2.71836
C 0.60842 2.38804 2.08230
S 0.65816 0.58500 1.82472
C 0.15271 -0.30183 3.35594
O -0.46099 0.16202 0.90646
H 0.18294 2.81882 1.18769
H 1.63342 2.76389 2.20637
H 0.05392 2.57472 2.99947
H -0.49728 -1.15430 3.13617
H -0.30164 0.48200 4.00250
H 0.92754 -0.75494 4.04570
*
```

***

C24H23IrNO7P4 as an isolated structure. Source: the OMol25 dataset; level of theory: ωB97M-V/def2-TZVPD.

relative energy (zero: lowest compared OMol25 entry of this formula, charge and spin)	0.0	kcal/mol
molar mass	753.56	Da
<S²>	0.752
LUMO energy (alpha / beta)	-6.35 / -7.17	eV
gap between HOMO and LUMO (alpha / beta)	8.462 / 7.636	eV

```
! RIJCOSX wB97M-V def2-TZVPD def2/J DEFGRID3
* xyz 2 2
Ir -0.19723 1.30449 0.08869
N 1.10442 0.26672 2.76969
P 2.49957 0.38824 1.94216
C 3.80042 0.96776 2.95016
C 3.61798 2.19096 3.61165
C 4.64391 2.69812 4.38508
C 5.83598 1.98930 4.50207
C 6.01279 0.77657 3.85112
C 4.99502 0.25473 3.06970
C 2.40237 -2.24943 1.72549
C 2.72674 -2.74630 2.97303
C 2.18546 -3.96887 3.35018
C 1.35479 -4.66163 2.47949
C 1.06005 -4.13893 1.22701
C 1.58450 -2.91309 0.83611
P -0.46805 0.68832 2.20492
C -0.90394 2.30210 2.83873
C -1.09914 2.70814 4.15318
C -1.37000 4.04352 4.41912
C -1.44387 4.96581 3.38537
C -1.25648 4.58170 2.06114
C -0.98968 3.25198 1.80583
C -1.52429 -0.56960 2.87889
C -1.07289 -1.88775 2.98040
C -1.93349 -2.86303 3.45258
C -3.23473 -2.53094 3.80964
C -3.68478 -1.22169 3.69804
C -2.83249 -0.23363 3.23338
H 1.16969 -0.09238 3.71845
H 2.68479 2.73554 3.51651
H 4.52096 3.64169 4.89839
H 6.63546 2.38904 5.11168
H 6.94393 0.23653 3.95248
H 5.12774 -0.68952 2.55812
H 3.39794 -2.20219 3.62819
H 2.42601 -4.38426 4.31929
H 0.94881 -5.62002 2.77261
H 0.41926 -4.68480 0.54802
H 1.35226 -2.47419 -0.12441
H -1.04787 1.98793 4.96071
H -1.52904 4.36811 5.43842
H -1.66153 6.00219 3.60665
H -1.33443 5.30262 1.25964
H -0.94010 3.05761 0.68258
H -0.06032 -2.15305 2.69328
H -1.58898 -3.88480 3.53880
H -3.90309 -3.29820 4.17655
H -4.69896 -0.96958 3.97541
H -3.18496 0.78618 3.14362
O 1.00869 -0.21904 -3.45373
P 0.95076 0.45333 -2.06208
O 0.27958 -0.38576 -0.94840
O 0.34297 1.83271 -1.96042
O 2.51922 0.51876 -1.71252
P 3.20644 1.68295 -0.78944
O 4.54445 0.93121 -0.42474
O 2.93120 -0.99187 1.32808
O 2.21674 1.33804 0.72319
H 0.17510 -0.44931 -3.88911
H 4.58343 -0.03229 -0.54027
*
```

***

A 2-piece molecular cluster, C15H29BNO5S overall in a non-equilibrium geometry. Source: the OMol25 dataset; level of theory: ωB97M-V/def2-TZVPD.

molar mass	346.28	Da
LUMO energy	2.88	eV
gap between HOMO and LUMO	7.909	eV

```
! RIJCOSX wB97M-V def2-TZVPD def2/J DEFGRID3
* xyz -1 1
C 0.80584 2.37606 -2.24385
C 0.74309 1.50608 -1.41741
C 0.70124 0.44669 -0.41454
O -0.05801 -0.66838 -0.71017
B 0.02568 -1.47442 0.54962
O -1.25253 -2.14593 0.70123
C -1.22995 -3.37605 1.38138
C -1.17641 -4.56705 0.40259
O 0.20482 -0.38106 1.62121
C 0.35427 0.84443 1.05946
C -0.96643 1.66785 1.05240
S -2.35274 1.04858 2.05374
C -1.87235 1.36902 3.76469
C -0.97694 0.30377 4.39096
O 1.51020 1.56251 1.47213
C 1.40440 2.47440 2.54679
C 1.55789 3.90486 2.02839
C 2.89285 4.04570 1.26767
H 0.99372 3.06781 -3.02666
H 1.75985 0.13622 -0.31616
H 1.00506 -2.20885 0.62728
H -2.16408 -3.42639 1.95154
H -0.39886 -3.42398 2.09040
H -0.38719 -5.26741 0.68102
H -2.12338 -5.10712 0.39788
H -0.95876 -4.19467 -0.59518
H -1.39186 1.65837 0.05188
H -0.81291 2.71004 1.32548
H -1.46169 2.37692 3.85265
H -2.81615 1.37892 4.31193
H -1.31384 -0.67818 4.06844
H 0.06402 0.40422 4.09841
H -1.02652 0.35040 5.48239
H 0.48840 2.33773 3.11665
H 2.24969 2.28967 3.21806
H 1.52555 4.61519 2.85418
H 0.75839 4.08338 1.31068
H 3.38526 4.99449 1.47923
H 3.58052 3.26025 1.58568
H 2.75377 3.91141 0.19914
C -0.83816 -1.48439 -3.45793
C -0.31219 -2.71477 -4.15261
O -0.18653 -3.79598 -3.60575
N 0.03512 -2.58339 -5.47364
C -0.03394 -1.39658 -6.29649
H -1.06926 -1.71598 -2.42590
H -0.09682 -0.68575 -3.46694
H -1.74834 -1.14173 -3.95802
H 0.37917 -3.43476 -5.88684
H -0.69283 -1.55941 -7.15391
H 0.95705 -1.13079 -6.67353
H -0.41713 -0.56194 -5.71965
*
```